# 1
DFT (ωB97M-V with the def2-TZVPD basis set) results for a structure of composition C32H60BN5O8SSi4TeV.

Calculated values
Spin multiplicity: 2
HOMO-LUMO gap (spin up / spin down), eV: 7.23 / 4.44
Total charge: +2
Expectation value of S²: 0.76
Energy above the lowest of the compared OMol25 structures with the same formula, charge and spin, kJ/mol: 481.49
Highest occupied orbital energy (spin up / spin down), eV: -12.3 / -12.3

Geometry (Å):
V  0.1171  -0.1595  0.9195
C  3.4373  -5.7429  -0.7766
O  3.6092  -5.5816  0.6325
C  3.0622  -4.5237  1.2276
C  3.3165  -4.4002  2.6067
C  2.8178  -3.3277  3.2841
C  2.0290  -2.3480  2.6429
C  1.5379  -1.2012  3.3528
C  2.0723  -0.8560  4.7038
O  0.6594  -0.4413  2.8662
C  1.7655  -2.4975  1.2690
O  1.0387  -1.6128  0.5692
C  2.2793  -3.5799  0.5744
H  4.0141  -6.6196  -1.0472
H  3.8216  -4.8773  -1.3173
H  2.3873  -5.9068  -1.0235
H  3.9176  -5.1555  3.0946
H  3.0222  -3.2380  4.3433
H  3.1556  -0.7380  4.6491
H  1.8529  -1.6457  5.4250
H  1.6232  0.0726  5.0448
H  2.0627  -3.6551  -0.4811
C  -2.9614  1.8920  4.6909
O  -2.5841  1.0631  3.5717
C  -1.5729  1.3952  2.8166
O  -1.3591  0.7055  1.7998
N  -0.7796  2.4105  3.1799
N  0.1835  2.8054  2.2510
H  -3.8049  1.3911  5.1472
H  -3.2685  2.8784  4.3447
H  -2.1476  1.9592  5.4118
H  -1.1771  3.1187  3.7768
H  1.0181  3.1083  2.7361
H  -0.1894  3.5587  1.6768
O  -1.4321  -0.2069  -1.5189
N  -0.5806  -0.0087  -0.5241
C  -0.3095  -3.4089  -2.9932
Si  -1.8402  -2.4959  -3.5053
C  -3.2228  -3.5780  -4.0979
C  -1.4763  -1.0667  -4.6153
Si  -2.5896  -1.4835  -1.4090
Te  -2.2924  -2.3374  0.8830
Si  -3.6250  -4.5209  0.7479
C  -4.5115  -4.7000  2.3638
C  -4.8734  -4.4465  -0.6268
C  -2.3951  -5.8860  0.4761
Si  -4.7101  -0.1225  -1.5819
C  -4.2380  1.4027  -2.5127
C  -5.8478  -1.2229  -2.5454
C  -5.1509  0.1753  0.1831
H  0.2377  -3.7598  -3.8737
H  -0.5492  -4.2753  -2.3716
H  0.3485  -2.7456  -2.4240
H  -3.0173  -3.9213  -5.1181
H  -4.1756  -3.0462  -4.1160
H  -3.3362  -4.4666  -3.4726
H  -1.0349  -1.4305  -5.5484
H  -0.7639  -0.3854  -4.1459
H  -2.3751  -0.4992  -4.8704
H  -5.3170  -3.9679  2.4556
H  -3.8496  -4.5897  3.2259
H  -4.9604  -5.6977  2.4074
H  -5.6371  -3.6904  -0.4209
H  -5.3773  -5.4167  -0.6927
H  -4.4228  -4.2336  -1.6006
H  -1.4351  -5.6748  0.9521
H  -2.2185  -6.0564  -0.5892
H  -2.7854  -6.8147  0.9036
H  -4.1622  1.2138  -3.5861
H  -3.2774  1.7943  -2.1593
H  -4.9985  2.1750  -2.3539
H  -5.5953  -1.2035  -3.6073
H  -6.8755  -0.8548  -2.4445
H  -5.8304  -2.2579  -2.1998
H  -4.3616  0.7514  0.6780
H  -5.2852  -0.7615  0.7277
H  -6.0808  0.7511  0.2491
C  -2.4578  5.2452  -2.5022
N  -2.9608  4.7403  -1.2333
C  -2.3755  3.7974  -0.4923
N  -1.2950  3.1916  -1.0189
S  -3.0015  3.3640  1.0257
H  -3.1890  5.9322  -2.9166
H  -2.3145  4.4308  -3.2158
H  -1.5135  5.7809  -2.3781
H  -3.7308  5.2116  -0.7898
H  -0.8563  3.5190  -1.8631
H  -0.8223  2.4814  -0.4867
C  5.4689  5.7767  -1.5275
C  6.2014  4.9076  -0.5031
C  7.5288  4.4501  -1.1277
C  6.4889  5.7561  0.7451
C  5.3713  3.6928  -0.0824
C  5.9542  2.7123  0.7319
C  5.2517  1.6124  1.2142
C  3.9298  1.5218  0.8489
O  2.9812  0.5652  1.1960
B  1.8134  0.9615  0.5548
O  2.0143  2.1196  -0.1752
C  3.3462  2.4607  0.0313
C  4.0289  3.5573  -0.4433
H  6.1141  6.6032  -1.8286
H  4.5539  6.2106  -1.1145
H  5.2169  5.2060  -2.4258
H  8.0684  5.3140  -1.5204
H  7.3516  3.7548  -1.9515
H  8.1783  3.9614  -0.3997
H  7.0526  6.6510  0.4699
H  7.0769  5.1977  1.4769
H  5.5577  6.0715  1.2232
H  6.9957  2.8107  1.0116
H  5.7220  0.8707  1.8475
H  3.5251  4.2802  -1.0712



# 2
DFT (ωB97M-V with the def2-TZVPD basis set) results for a cluster of 7 separate species, C32H60BN7O13 in total.

Calculated values
Spin multiplicity: 1
HOMO-LUMO gap, eV: 7.23
Structure (SMILES): CCOB(O)c1cc(COCOCCO)cc2c1C(=O)NC2=O.CNC(C)=O.CNC(C)=O.CNC(C)=O.CNC(C)=O.CNC(C)=O.CNC(C)=O
Total charge: 0
Highest occupied orbital energy, eV: -8.9

Geometry (Å):
C  0.6122  -7.5344  -1.7019
C  0.7780  -6.5646  -0.3614
O  2.1540  -5.9764  -0.4763
B  1.9187  -4.5224  -0.3819
O  2.0285  -3.8853  0.9781
C  1.4935  -3.5176  -1.6194
C  0.0566  -3.6384  -2.4639
C  -0.3919  -2.6134  -3.6622
C  -1.7953  -2.6828  -4.5251
O  -2.8401  -3.5292  -3.9294
C  -3.2888  -3.0336  -2.6197
O  -3.2407  -1.5730  -2.4522
C  -2.4492  -1.1859  -1.2587
C  -1.6595  0.2305  -1.6677
O  -2.2485  0.8131  -2.9113
C  0.6801  -1.3986  -4.0778
C  2.0985  -1.3123  -3.2567
C  2.5393  -2.3289  -2.0447
C  4.0130  -1.8875  -1.4782
O  4.7160  -2.4535  -0.4932
N  4.4402  -0.6643  -2.3096
C  3.3702  -0.2799  -3.3489
O  3.5938  0.7982  -4.1120
H  1.3535  -7.1083  -2.5336
H  -0.4608  -7.4949  -2.1693
H  0.9906  -8.6089  -1.4247
H  -0.0088  -5.6768  -0.3478
H  0.6421  -7.1609  0.6534
H  1.2128  -3.2719  1.0309
H  -0.6568  -4.5137  -2.1377
H  -1.5064  -3.1986  -5.5624
H  -2.1772  -1.5949  -4.8349
H  -4.4401  -3.3364  -2.5300
H  -2.7479  -3.6407  -1.7584
H  -3.1406  -0.9617  -0.3408
H  -1.5982  -1.9467  -0.9867
H  -1.6968  0.9722  -0.7503
H  -0.5258  -0.0172  -1.8518
H  -1.6232  0.6266  -3.6952
H  0.4677  -0.5997  -4.9068
H  5.2412  -0.9508  -2.9286
C  -0.0206  5.1189  1.1847
N  -0.5659  3.7828  1.1695
C  -1.8249  3.3789  1.5032
C  -2.8091  4.4234  1.9512
O  -2.1235  2.1893  1.4319
H  0.3169  5.3585  0.1733
H  0.8385  5.1264  1.8601
H  -0.7483  5.8625  1.5120
H  0.0361  3.0208  0.8785
H  -3.7662  3.9469  2.1817
H  -2.4442  4.9195  2.8546
H  -2.9702  5.1535  1.1537
C  5.7360  4.8008  -0.3890
N  4.6614  4.7671  0.5737
C  3.8341  5.7822  0.9542
C  4.0263  7.1302  0.3168
O  2.9632  5.5771  1.7962
H  5.5158  4.0670  -1.1682
H  6.6581  4.5143  0.1226
H  5.8604  5.7859  -0.8405
H  4.4678  3.8924  1.0482
H  3.2929  7.8328  0.7226
H  5.0273  7.5102  0.5380
H  3.8753  7.0592  -0.7635
C  -5.0873  1.9818  -2.0058
N  -5.2524  2.9811  -0.9777
C  -6.0169  2.9170  0.1497
C  -6.8089  1.6636  0.3988
O  -6.0419  3.8693  0.9255
H  -4.0262  1.7268  -2.0629
H  -5.4023  2.4188  -2.9565
H  -5.6689  1.0805  -1.8082
H  -4.7503  3.8567  -1.0728
H  -7.3660  1.7647  1.3346
H  -7.5239  1.5044  -0.4128
H  -6.1363  0.8065  0.4884
C  9.0640  7.8735  3.8719
N  8.2679  8.2148  2.7176
C  8.2076  7.5782  1.5131
C  9.0624  6.3578  1.3127
O  7.4680  8.0085  0.6314
H  8.3862  7.6993  4.7112
H  9.7084  8.7253  4.1027
H  9.6770  6.9864  3.7080
H  7.6634  9.0267  2.7730
H  8.9042  5.9639  0.3046
H  10.1188  6.6182  1.4196
H  8.7855  5.5836  2.0331
C  -1.3230  -1.1382  5.6822
N  -2.5383  -1.6922  5.1355
C  -3.5650  -1.0379  4.5211
C  -3.4647  0.4545  4.3694
O  -4.5345  -1.6716  4.1111
H  -0.4778  -1.6054  5.1708
H  -1.2833  -1.3914  6.7445
H  -1.2680  -0.0554  5.5631
H  -2.6814  -2.6938  5.1985
H  -4.3577  0.8297  3.8614
H  -3.4026  0.9280  5.3529
H  -2.5904  0.7122  3.7659
C  -3.8156  -10.7139  -0.8863
N  -3.1493  -9.4892  -1.2590
C  -3.6947  -8.2546  -1.4535
C  -5.1783  -8.0977  -1.2676
O  -2.9739  -7.3118  -1.7714
H  -3.3753  -11.0679  0.0491
H  -3.6313  -11.4519  -1.6708
H  -4.8903  -10.5808  -0.7561
H  -2.1461  -9.5119  -1.4032
H  -5.4613  -7.0584  -1.4577
H  -5.7144  -8.7361  -1.9750
H  -5.4563  -8.3488  -0.2406



# 3
DFT (ωB97M-V with the def2-TZVPD basis set) results for a cluster of 3 separate species, C32H60F7N2O13P3S in total.

Calculated values
Spin multiplicity: 1
HOMO-LUMO gap, eV: 6.03
Structure (SMILES): CCCCCCN[C@H](CO[C@H](P(=N)(O)O)S(=O)(=O)C(F)(F)C(F)(F)C(F)(F)F)Cc1ccc(C)cc1.CCOP(=O)(OCC)OCC.CCOP(=O)(OCC)OCC
Total charge: 0
Highest occupied orbital energy, eV: -8.3

Geometry (Å):
C  1.6221  -3.3305  -0.0347
C  0.7232  -3.6839  -1.3596
C  1.1680  -2.8057  -2.7112
C  -0.2165  -2.5518  -3.5532
C  -0.1997  -1.2380  -4.5361
C  0.1651  0.1787  -3.7967
N  -0.9238  0.7418  -2.9109
C  -0.7676  0.3231  -1.4569
C  -2.1424  -0.3496  -0.8112
O  -3.3581  0.4477  -1.0352
C  -4.5144  -0.1344  -0.2748
P  -5.1418  -1.5987  -1.3299
N  -6.6968  -1.9879  -1.1163
O  -4.2200  -3.0502  -0.8826
O  -4.7798  -1.2168  -3.0081
S  -5.7314  1.2590  -0.0282
O  -7.2241  0.8773  -0.1639
O  -5.4301  2.3111  -1.1662
C  -5.5572  2.2037  1.5893
F  -6.5991  1.8043  2.6087
F  -5.9216  3.6321  1.2494
C  -4.0382  2.2737  2.1907
F  -3.0776  2.5534  1.0648
F  -3.9887  3.5212  3.0429
C  -3.5901  1.0445  3.1642
F  -3.3206  1.5758  4.5274
F  -4.4785  -0.1352  3.1763
F  -2.2567  0.5539  2.6500
C  -0.1003  1.4915  -0.4932
C  1.5030  1.5751  -0.9613
C  1.9328  2.6917  -2.1297
C  3.4781  2.7981  -2.6675
C  4.6273  1.7589  -2.0377
C  6.2140  1.7553  -2.5513
C  4.2140  0.6641  -0.8566
C  2.6567  0.5528  -0.3121
H  0.8578  -3.2335  0.8713
H  2.3290  -4.2378  0.2509
H  2.2227  -2.3216  -0.1000
H  0.8360  -4.8254  -1.6160
H  -0.4059  -3.4343  -1.1005
H  1.9877  -3.4176  -3.3264
H  1.6820  -1.8380  -2.2957
H  -1.1902  -2.4891  -2.9012
H  -0.3654  -3.5034  -4.2586
H  0.6145  -1.3891  -5.3957
H  -1.2530  -1.1228  -5.0438
H  1.2084  0.0473  -3.2837
H  0.3302  0.9778  -4.6678
H  -1.8839  0.5591  -3.2777
H  0.0297  -0.5655  -1.4658
H  -1.8983  -0.5550  0.3303
H  -2.2312  -1.4178  -1.3136
H  -4.0482  -0.5860  0.6983
H  -7.1238  -1.8721  -2.0848
H  -3.5397  -3.1917  -1.6083
H  -4.1049  -1.8889  -3.3681
H  -0.0607  1.0518  0.6152
H  -0.6496  2.5228  -0.5587
H  1.0311  3.3696  -2.5108
H  3.7518  3.5705  -3.5033
H  6.8979  1.1738  -1.7682
H  6.6044  2.8287  -2.8061
H  6.2709  1.1034  -3.5495
H  5.0441  -0.0652  -0.4204
H  2.2786  -0.2055  0.4984
C  -5.1249  -3.8578  1.8780
C  -5.9856  -4.2489  3.0631
O  -6.0435  -5.6573  3.2015
P  -4.7371  -6.4188  3.8735
O  -5.0677  -5.9461  5.3103
O  -5.4284  -7.9106  4.1214
C  -5.1364  -8.6236  5.3138
C  -6.3652  -8.6315  6.2050
O  -4.3676  -6.9470  2.2681
C  -5.0380  -7.9874  1.5686
C  -6.4600  -7.6474  1.1638
H  -4.0841  -4.1527  2.0395
H  -5.1571  -2.7789  1.7139
H  -5.4651  -4.3651  0.9674
H  -5.6140  -3.7872  3.9830
H  -7.0092  -3.8931  2.9046
H  -4.2695  -8.1996  5.8321
H  -4.8787  -9.6501  5.0368
H  -6.7098  -7.6139  6.4212
H  -6.1609  -9.1381  7.1519
H  -7.1959  -9.1395  5.7059
H  -4.9860  -8.9320  2.1175
H  -4.4594  -8.1492  0.6521
H  -7.1235  -7.6093  2.0325
H  -6.8538  -8.4051  0.4791
H  -6.5044  -6.6725  0.6687
C  5.3686  9.2172  0.8460
C  5.6821  8.8334  -0.5867
O  6.8438  8.0256  -0.6498
P  6.6957  6.4308  -0.2340
O  5.9718  6.0467  -1.5476
O  8.1665  5.8969  -0.7966
C  8.2474  4.6377  -1.4471
C  8.4955  4.8556  -2.9288
O  7.5044  6.8600  1.2339
C  8.8977  7.1114  1.3634
C  9.3623  8.3918  0.6954
H  5.1113  8.3339  1.4374
H  4.5309  9.9163  0.8863
H  6.2402  9.6807  1.3230
H  4.8320  8.3208  -1.0472
H  5.8798  9.7375  -1.1724
H  7.3454  4.0399  -1.2766
H  9.0876  4.0884  -1.0124
H  7.7203  5.4882  -3.3759
H  8.5218  3.9045  -3.4671
H  9.4460  5.3749  -3.0847
H  9.4880  6.2481  1.0431
H  9.0825  7.2096  2.4390
H  9.3337  8.3059  -0.3946
H  10.3933  8.6202  0.9829
H  8.7256  9.2355  0.9791